H24O12 | ωB97M-V with the def2-TZVPD basis set

* charge: 0
* Kohn-Sham gap: 9.51 eV
* relative energy (zero: lowest compared OMol25 entry of this formula, charge and spin): 2.145 eV
* structure (SMILES): O.O.O.O.O.O.O.O.O.O.O.O
* HOMO energy: -10.02 eV
* lowest unoccupied orbital energy: -0.0189 Eh

Each line ends with the natural charge from an NBO analysis.
CARTESIAN COORDINATES (ANGSTROEM)
O -2.539 -1.282 1.519  -0.93
H -2.001 -1.250 2.306  0.48
H -2.996 -2.170 1.528  0.49
O 0.248 -3.913 1.995  -0.95
H 0.984 -3.523 2.564  0.47
H 0.169 -3.195 1.349  0.47
O 1.677 -0.438 1.982  -0.96
H 1.599 0.205 2.686  0.47
H 0.957 -0.343 1.383  0.47
O -0.656 -2.185 -0.179  -1.00
H -0.983 -2.445 -1.042  0.51
H -1.376 -2.085 0.483  0.52
O 0.554 3.041 1.136  -0.97
H -0.195 2.600 1.494  0.48
H 1.261 3.042 1.798  0.48
O -2.277 1.380 -1.315  -0.95
H -1.970 2.279 -1.310  0.46
H -1.472 0.982 -1.652  0.49
O 1.670 -3.401 -1.280  -0.93
H 1.790 -2.952 -2.106  0.45
H 1.025 -2.868 -0.803  0.47
O 0.039 0.289 -0.087  -1.02
H -0.140 -0.668 -0.131  0.48
H -0.568 0.681 0.589  0.50
O 2.470 0.342 -1.616  -0.95
H 2.105 0.117 -0.767  0.49
H 2.529 -0.459 -2.108  0.46
O 1.076 3.468 -1.476  -0.99
H 1.039 2.801 -2.174  0.47
H 0.907 3.062 -0.600  0.49
O -1.676 1.850 1.662  -0.95
H -2.352 2.314 1.206  0.51
H -1.970 1.749 2.569  0.49
O 0.017 1.204 -3.255  -0.95
H 0.480 1.035 -2.466  0.48
H 0.573 0.736 -3.882  0.47